Entry 1:
Density functional theory data (ωB97M-V/def2-TZVPD) for 2 unconnected molecules or ions with the total composition C5H12O.

Geometry as XYZ:
```
18
Properties=species:S:1:pos:R:3:forces:R:3:lowdin_charge:R:1
C -1.36825 -1.46076 -0.62959 -0.1 -0.1 0.0 -0.122
C -0.97398 -0.22346 0.16136 0.0 -0.1 0.3 -0.322
C 1.77895 0.52142 -0.08152 0.5 0.3 -0.4 -0.180
C 1.17290 1.89570 -0.09455 0.1 0.1 0.0 -0.145
C -0.05598 -0.66900 1.33844 -0.4 0.0 0.0 -0.144
O 1.59390 -0.14447 -1.19259 0.2 0.3 0.0 -0.014
H -0.49425 -1.83322 -1.17750 -0.2 0.0 0.1 0.071
H -2.16647 -1.26100 -1.34994 0.1 0.0 0.1 0.071
H -1.69994 -2.24924 0.04930 -0.1 -0.1 -0.1 0.072
H -1.84286 0.27584 0.59975 -0.1 -0.2 0.0 0.106
H -0.60438 0.50240 -0.56817 0.1 -0.2 0.5 0.047
H 0.62346 2.11667 0.82916 0.2 -0.2 -0.2 0.082
H 0.54049 2.16935 -0.95980 0.2 -0.1 0.0 0.076
H 2.06124 2.53246 -0.08225 0.0 0.2 0.0 0.080
H -0.74578 -1.19497 1.99346 0.0 -0.2 0.3 0.072
H 0.43141 0.10054 1.94820 -0.3 0.0 -0.3 0.063
H 0.72528 -1.39004 1.07139 -0.3 0.2 -0.2 0.073
H 1.02426 0.31178 -1.85516 0.1 0.0 0.1 0.113
```
Positions in Å, forces in eV/Å.

Properties
- Highest occupied orbital energy: -8.37 eV
- F_max: 0.68 eV/A
- Relative energy (zero: lowest compared OMol25 entry of this formula, charge and spin): 3.453 eV
- Frontier orbital gap: 9.27 eV

Entry 2:
Density functional theory data (ωB97M-V/def2-TZVPD) for a molecular structure, C5H12O.

Geometry as XYZ:
```
18
Properties=species:S:1:pos:R:3:forces:R:3:lowdin_charge:R:1
C -0.84165 -0.52117 0.02171 0.0 0.2 -0.3 -0.205
C 0.36506 0.00946 -0.42291 -0.2 0.0 -0.2 -0.386
C -1.99118 0.23095 0.62172 0.1 0.0 0.0 -0.056
C 0.68776 1.47172 -0.33926 -0.1 -0.1 0.0 -0.025
C 1.44482 -0.89971 -0.92839 -0.1 0.0 0.0 -0.039
O 0.44084 -0.54324 1.82824 0.1 -0.2 0.0 -0.380
H 0.88273 -1.32595 2.17802 0.0 0.1 0.1 -0.069
H -0.92917 -1.59806 -0.02304 0.1 0.0 0.0 0.131
H -0.78203 -0.17995 -1.33015 0.2 0.0 0.4 0.239
H -2.94320 -0.13685 0.23585 0.1 0.0 0.0 0.082
H -1.93089 1.30353 0.44918 0.0 0.0 0.0 0.074
H -1.93630 0.05433 1.69370 0.0 0.0 0.0 0.087
H 1.40786 1.76174 -1.10460 0.0 0.0 0.0 0.087
H -0.19213 2.10650 -0.42040 0.0 0.0 0.0 0.079
H 1.12577 1.61538 0.64845 0.0 0.0 0.0 0.103
H 2.29035 -0.79052 -0.25076 0.0 0.0 0.0 0.101
H 1.13633 -1.94385 -0.92368 0.0 0.0 0.0 0.090
H 1.76505 -0.61431 -1.93369 0.0 0.0 0.1 0.089
```
Positions in Å, forces in eV/Å.

Properties
- Highest occupied orbital energy: -7.43 eV
- F_max: 0.44 eV/A
- Relative energy (zero: lowest compared OMol25 entry of this formula, charge and spin): 4.231 eV
- Frontier orbital gap: 8.09 eV

Entry 3:
Density functional theory data (ωB97M-V/def2-TZVPD) for 3 unconnected molecules or ions with the total composition C5H12O.

Geometry as XYZ:
```
18
Properties=species:S:1:pos:R:3:forces:R:3:lowdin_charge:R:1
C 0.75190 0.67366 1.55231 0.0 0.0 -0.1 -0.001
C 0.93342 0.43604 0.25167 0.0 0.0 0.2 -0.446
C 1.40367 -0.89697 -0.26706 0.0 -0.1 0.0 -0.076
C 0.66542 1.48003 -0.79677 0.0 0.1 0.0 -0.069
H 0.94232 -0.08807 2.30605 0.0 0.1 -0.1 0.067
H 0.41314 1.64427 1.90828 0.1 -0.1 -0.1 0.067
H 1.47810 -1.64442 0.52906 0.0 0.1 -0.1 0.076
H 2.38931 -0.80060 -0.73971 -0.1 0.0 0.1 0.084
H 0.71867 -1.27425 -1.03732 0.1 0.1 0.1 0.061
H 1.56498 1.66344 -1.39808 -0.1 0.0 0.1 0.083
H 0.34557 2.42796 -0.35492 0.0 -0.1 0.0 0.079
H -0.12078 1.13789 -1.48240 0.1 0.0 0.1 0.078
H -1.60044 -1.79733 -2.31900 0.0 0.0 0.0 0.040
H -1.94983 -1.38334 -1.80558 0.1 0.0 -0.1 0.018
C -1.97730 -0.39489 0.91749 -0.2 0.2 -0.3 -0.172
O -2.49299 0.09769 -0.05574 0.2 -0.2 0.5 -0.053
H -2.01697 0.08629 1.91316 0.0 0.0 -0.1 0.082
H -1.44820 -1.36740 0.87856 -0.1 0.1 -0.1 0.082
```
Positions in Å, forces in eV/Å.

Properties
- Highest occupied orbital energy: -9.52 eV
- SMILES string: C=C(C)C.[H][H].C=O
- F_max: 0.54 eV/A
- Relative energy (zero: lowest compared OMol25 entry of this formula, charge and spin): 2.388 eV
- Frontier orbital gap: 10.50 eV

Entry 4:
Density functional theory data (ωB97M-V/def2-TZVPD) for C5H12O in the gas phase at a distorted geometry.

Geometry as XYZ:
```
18
Properties=species:S:1:pos:R:3:forces:R:3:lowdin_charge:R:1
C 1.49694 0.03196 -1.20836 -0.5 -0.1 -1.0 -0.089
C 0.14043 -0.35432 -0.63188 -0.7 -2.0 -0.5 -0.434
C 0.12884 -1.89132 -0.36794 -1.3 -0.2 -1.5 -0.101
C -0.13695 0.20924 0.72441 1.6 1.9 3.6 -0.193
C -1.24947 1.15131 1.26275 -0.1 -0.2 -1.1 -0.228
O -1.80628 1.87185 0.12024 0.4 0.1 1.5 -0.079
H 1.61578 -0.65601 -2.06618 0.6 0.1 0.5 0.080
H 2.26481 -0.08572 -0.44377 0.3 0.0 -0.3 0.079
H 1.51793 1.03125 -1.68466 0.0 -0.2 0.7 0.084
H -0.59257 -0.16286 -1.44092 -0.1 0.2 0.9 0.142
H 0.86377 -2.20951 0.36166 0.2 -0.1 -0.1 0.075
H -0.86362 -2.20108 -0.04163 -0.1 0.3 0.7 0.074
H 0.12836 -2.48154 -1.29577 1.0 0.1 0.0 0.073
H 0.69109 0.90878 0.93909 0.2 -0.2 -0.6 0.097
H 0.11097 -0.48392 1.60156 -0.7 0.2 -1.4 0.134
H -0.70333 1.81079 1.94933 -0.4 0.3 -0.2 0.104
H -2.02230 0.71924 1.91525 -0.2 -0.3 -0.8 0.105
H -1.58441 2.79187 0.30682 -0.3 -0.1 -0.4 0.077
```
Positions in Å, forces in eV/Å.

Properties
- Highest occupied orbital energy: -10.18 eV
- SMILES string: CC(C)CCO
- F_max: 4.41 eV/A
- Relative energy (zero: lowest compared OMol25 entry of this formula, charge and spin): 1.632 eV
- Frontier orbital gap: 11.09 eV

Entry 5:
Density functional theory data (ωB97M-V/def2-TZVPD) for 2 unconnected molecules or ions with the total composition C5H12O at a distorted geometry.

Geometry as XYZ:
```
18
Properties=species:S:1:pos:R:3:forces:R:3:lowdin_charge:R:1
C -0.30077 -1.25686 0.33059 -2.1 -0.5 0.8 -0.182
C -1.48178 -0.46650 -0.54083 -0.5 -2.7 2.2 -0.162
C -1.01716 0.98531 -0.32479 -2.1 2.3 -3.0 -0.251
C 0.31794 1.18232 0.32633 0.0 -0.1 1.8 -0.232
C 0.48256 -0.15852 1.11807 -1.4 0.8 1.5 -0.214
H -0.68698 -1.96950 1.11273 -0.4 0.9 -0.6 0.094
H 0.13901 -2.02232 -0.30286 1.1 0.7 -0.3 0.075
H -2.58728 -0.81961 -0.11472 2.8 1.5 -0.7 0.136
H -1.57844 -0.87010 -1.58543 0.7 0.8 0.8 0.085
H -1.78590 1.53523 0.25918 0.4 -0.3 -0.3 0.105
H -1.00636 1.51682 -1.35488 -0.2 -0.6 1.5 0.124
H 0.39675 2.14946 0.87993 -0.5 -0.9 0.2 0.118
H 1.20625 1.11660 -0.28576 -1.9 1.9 -0.2 0.043
H 0.00384 -0.08381 2.15243 0.7 -0.1 -1.2 0.124
H 1.55136 -0.26786 1.17705 -0.1 -0.8 1.1 0.081
O 1.81852 -0.26875 -0.70472 3.1 -2.2 -3.0 -0.127
H 2.55679 0.34190 -0.56504 0.2 -0.4 -0.3 0.091
H 1.97167 -0.64383 -1.57730 0.2 -0.2 -0.2 0.091
```
Positions in Å, forces in eV/Å.

Properties
- Highest occupied orbital energy: -9.62 eV
- SMILES string: C1CCCC1.O
- F_max: 4.89 eV/A
- Relative energy (zero: lowest compared OMol25 entry of this formula, charge and spin): 3.342 eV
- Frontier orbital gap: 10.19 eV

Entry 6:
Density functional theory data (ωB97M-V/def2-TZVPD) for C5H12O in the gas phase.

Geometry as XYZ:
```
18
Properties=species:S:1:pos:R:3:forces:R:3:lowdin_charge:R:1
C 2.83740 -0.26465 0.37096 0.1 0.0 0.0 -0.118
C 1.62171 -0.75074 -0.41795 0.0 0.0 0.0 -0.237
C 0.40168 0.04562 -0.00174 0.3 -0.1 0.1 -0.276
O -0.66147 -0.14506 -0.90376 0.1 0.2 0.0 -0.150
C -1.71371 0.77378 -0.66638 -0.2 0.1 0.0 -0.286
C -2.92500 0.05827 -0.08484 0.0 0.1 -0.1 -0.076
H 3.74311 -0.81337 0.09895 -0.1 0.0 0.1 0.069
H 2.67361 -0.38766 1.44831 0.1 0.0 -0.1 0.074
H 3.02464 0.80192 0.18695 0.0 -0.2 0.0 0.073
H 1.43367 -1.81423 -0.24075 0.1 0.1 -0.1 0.111
H 1.78325 -0.62477 -1.49594 -0.1 0.0 0.2 0.115
H 0.09391 -0.22848 1.02436 0.1 0.0 -0.2 0.134
H 0.69392 1.10323 0.01823 -0.1 0.1 0.0 0.117
H -1.93280 1.29809 -1.60710 -0.2 -0.3 0.1 0.119
H -1.36730 1.55065 0.02037 -0.1 0.0 0.1 0.107
H -3.80508 0.70506 -0.14534 0.0 -0.1 0.1 0.072
H -2.76374 -0.20956 0.96819 0.0 0.0 -0.3 0.074
H -3.12245 -0.85614 -0.65313 0.0 0.2 0.1 0.077
```
Positions in Å, forces in eV/Å.

Properties
- Highest occupied orbital energy: -9.63 eV
- SMILES string: CCCOCC
- F_max: 0.37 eV/A
- Relative energy (zero: lowest compared OMol25 entry of this formula, charge and spin): 0.687 eV
- Frontier orbital gap: 10.82 eV